1.
The following is a quantum chemistry calculation of C18H14N7O2S2V as an isolated structure in a non-equilibrium geometry, from OMol25.

Properties
**ΔE to the lowest compared entry with this formula, charge and spin**: 30.0 kcal per mole
**F_max**: 1.504 eV/A
**<S²>**: 3.762
**HOMO (spin up / spin down)**: -10.1 / -11.4 eV
**Charge**: +1
**Spin multiplicity**: 4

Each line ends with the natural charge from an NBO analysis.
Cartesian coordinates (Å):
V 0.0345 -0.0243 0.1529  1.08
O -1.6664 3.1494 1.8818  -0.53
C -1.1534 2.3567 1.1368  0.64
N -1.3808 1.0047 0.9752  -0.77
C -2.5903 0.3616 1.1463  0.64
O -3.4946 0.5924 1.9049  -0.52
C -2.6977 -0.7258 0.0702  0.11
C -3.8556 -1.4418 -0.1208  -0.20
C -3.9114 -2.3527 -1.1609  -0.14
C -2.8040 -2.5116 -1.9766  -0.23
C -1.6769 -1.7531 -1.7268  0.06
N -1.6101 -0.8646 -0.7221  -0.48
C -0.1467 2.7929 0.0654  0.11
C 0.1753 4.1153 -0.1294  -0.20
C 1.0296 4.4473 -1.1659  -0.14
C 1.5285 3.4409 -1.9753  -0.23
C 1.1557 2.1350 -1.7228  0.05
N 0.3270 1.7993 -0.7209  -0.48
H -4.6903 -1.2595 0.5434  0.26
H -4.8104 -2.9288 -1.3389  0.24
H -2.8086 -3.2079 -2.8034  0.24
H -0.7939 -1.8471 -2.3457  0.21
H -0.2609 4.8549 0.5294  0.26
H 1.2994 5.4801 -1.3463  0.24
H 2.1932 3.6584 -2.7996  0.24
H 1.5225 1.3229 -2.3373  0.21
N 2.6765 2.3513 1.5795  -0.78
C 2.9371 1.1312 1.0675  0.28
N 2.0190 0.2023 0.9295  -0.58
C 2.5817 -0.9589 0.3696  0.16
C 3.8776 -0.8629 0.0336  -0.44
S 4.4862 0.6875 0.4695  0.46
C 1.7093 -2.1598 0.3686  0.07
C 2.0184 -3.4216 0.0302  -0.42
S 0.7325 -4.4802 0.4658  0.46
C -0.1679 -3.1445 1.0665  0.28
N 0.4316 -1.9841 0.9293  -0.57
N -1.4081 -3.2740 1.5800  -0.78
H 1.8293 2.4624 2.1163  0.42
H 3.4369 2.9654 1.8203  0.42
H 4.5245 -1.6150 -0.3871  0.26
H 2.9334 -3.8038 -0.3911  0.26
H -1.7572 -4.1869 1.8202  0.42
H -1.7744 -2.5028 2.1179  0.42

Forces on the atoms, in the same order (eV/Å):
1.159 -0.851 -0.103
-0.006 0.132 0.079
-0.193 -0.342 -0.342
-0.922 0.690 0.841
0.253 0.290 -0.342
-0.133 -0.039 0.075
0.409 0.379 0.004
-0.243 -0.031 0.101
-0.136 -0.089 -0.024
0.018 -0.042 -0.082
0.031 0.250 0.262
-1.192 -0.799 -0.445
-0.234 -0.507 -0.003
-0.048 0.237 0.106
0.040 0.158 -0.023
0.048 -0.007 -0.085
-0.225 -0.101 0.261
0.394 1.379 -0.453
0.019 -0.014 -0.008
0.015 0.014 0.000
-0.006 0.012 0.002
0.059 -0.007 -0.006
0.018 -0.015 -0.007
-0.010 -0.020 0.002
-0.013 0.002 0.003
0.023 -0.055 -0.005
0.025 0.092 0.057
-0.338 0.003 -0.031
0.624 -0.458 -0.116
-0.584 -0.121 0.389
0.256 -0.077 -0.124
0.304 0.063 -0.038
-0.055 0.584 0.385
0.147 -0.205 -0.116
0.028 -0.299 -0.035
-0.110 0.312 -0.033
0.625 -0.440 -0.118
-0.075 -0.050 0.052
0.035 -0.024 -0.039
-0.036 -0.042 -0.029
-0.006 0.021 0.027
-0.019 -0.002 0.024
0.027 0.042 -0.027
0.030 -0.024 -0.036

=====

2.
The following is a quantum chemistry calculation of an isolated ion of composition C18H14NS and charge +1 in a non-equilibrium geometry, from OMol25.

Properties
**F_max**: 2.597 eV/A
**HOMO**: -11.1 eV
**Charge**: +1
**Spin multiplicity**: 1

Each line ends with the natural charge from an NBO analysis.
Cartesian coordinates (Å):
S -1.3455 3.6767 -0.7667  0.57
C -1.3436 1.9798 -0.5574  -0.03
C 2.5303 4.8028 0.0480  -0.17
C 3.0528 3.5195 0.2707  -0.17
C 1.1749 4.9314 -0.2873  -0.20
C 2.1991 2.3831 0.2236  -0.20
C -4.0148 -3.0104 0.5485  -0.20
C -1.1441 -1.7534 -3.2102  -0.22
C -3.3099 -2.1275 1.3408  -0.18
C -0.4617 -0.8648 -2.3691  -0.21
C 0.3497 3.8075 -0.3914  -0.21
C 0.8271 2.5034 -0.0999  0.11
C -3.6934 -3.1488 -0.8097  -0.18
C -2.2275 -2.5547 -2.7039  -0.16
C -2.2573 -1.3902 0.8403  -0.22
C -0.7695 -0.7801 -0.9961  0.01
C -2.6004 -2.4194 -1.3483  0.01
C -1.8796 -1.5295 -0.5043  -0.12
N -0.1807 1.5035 -0.1853  -0.28
C 0.1111 0.0549 -0.0823  -0.26
H -2.2000 1.3670 -0.6688  0.28
H 3.1524 5.7000 0.0564  0.25
H 4.1318 3.4547 0.4654  0.25
H 0.7364 5.9382 -0.4212  0.25
H 2.6625 1.4024 0.3696  0.24
H -4.8390 -3.5683 0.9402  0.23
H -0.8216 -1.8710 -4.2699  0.24
H -3.6251 -1.9654 2.3636  0.23
H 0.3715 -0.2757 -2.8151  0.22
H -4.2355 -3.8360 -1.4487  0.23
H -2.7472 -3.2792 -3.3536  0.23
H -1.6979 -0.7755 1.5341  0.20
H 1.1925 -0.1019 -0.3423  0.24
H -0.0386 -0.2637 0.9559  0.24

Forces on the atoms, in the same order (eV/Å):
-0.337 -0.252 -0.050
1.091 1.541 0.418
-1.077 -0.398 -0.527
-0.886 -0.379 -0.146
-0.118 0.858 0.107
0.758 0.018 -0.149
-0.129 -0.569 -2.531
-1.823 -1.630 -0.125
0.630 1.118 0.584
0.443 0.228 0.907
0.102 -1.299 0.560
0.992 1.004 0.169
0.165 0.180 1.548
1.979 1.324 -0.992
-0.791 -0.830 0.715
0.309 -0.150 -1.827
-0.324 -0.084 -0.317
0.826 0.564 0.216
0.966 0.668 -0.499
0.432 -0.874 -0.162
-0.647 -0.490 -0.226
-0.157 -0.398 0.171
-0.654 -0.435 -0.003
0.347 -0.733 -0.082
-0.304 0.339 0.104
-0.298 -0.215 0.245
-0.387 0.171 0.997
0.125 -0.152 0.077
-0.603 -0.464 0.546
-0.013 0.072 0.065
0.341 0.529 0.395
-0.195 0.117 -0.115
-1.088 0.323 0.192
0.324 0.297 -0.264

=====

3.
The following is a quantum chemistry calculation of C18H15AsGeS4TcTe as an isolated structure, from OMol25.

Properties
**ΔE to the lowest compared entry with this formula, charge and spin**: 35.4 kcal per mole
**F_max**: 0.627 eV/A
**<S²>**: 0.772
**HOMO (spin up / spin down)**: -14.6 / -14.7 eV
**Charge**: +2
**Spin multiplicity**: 2

Each line ends with the natural charge from an NBO analysis.
Cartesian coordinates (Å):
Tc -2.6509 0.2557 0.7661  -0.09
S -5.9280 -1.4911 2.8497  -0.15
As -4.0628 -2.1035 2.5586  0.88
S -2.5785 0.2587 2.8104  0.10
S -3.5230 -1.3965 -0.0846  0.08
S -2.6636 -3.4782 2.8934  -0.19
C 0.3488 -3.8730 -2.4991  -0.15
C -0.0567 -3.9578 -1.1713  -0.20
C -0.2011 -2.8055 -0.4186  -0.24
C 0.0629 -1.5591 -0.9879  -0.41
C 0.4779 -1.4812 -2.3155  -0.23
C 0.6191 -2.6384 -3.0696  -0.19
Ge -0.1062 0.0398 0.0802  1.43
C -0.0730 1.6636 -1.0704  -0.32
C 0.8852 2.6560 -0.8896  -0.27
C 0.9159 3.7566 -1.7307  -0.03
C -0.0253 3.9288 -2.7634  -0.21
C -0.9863 2.9803 -2.9686  -0.10
C -1.0593 1.8275 -2.1127  -0.42
C 1.0075 0.2662 1.6359  -0.43
C 1.9471 -0.7205 1.9283  -0.22
C 2.7793 -0.5786 3.0302  -0.19
C 2.6749 0.5440 3.8373  -0.16
C 1.7410 1.5342 3.5476  -0.19
C 0.9076 1.3953 2.4515  -0.25
H 0.4598 -4.7746 -3.0861  0.24
H -0.2534 -4.9241 -0.7268  0.24
H -0.5176 -2.8816 0.6172  0.22
H 0.7137 -0.5255 -2.7714  0.21
H 0.9448 -2.5752 -4.0988  0.24
H 1.6253 2.5550 -0.1056  0.26
H 1.6870 4.5052 -1.5960  0.26
H 0.0337 4.7981 -3.4032  0.26
H -1.7085 3.0766 -3.7696  0.26
H -1.5394 0.9379 -2.5120  0.29
H 2.0433 -1.5962 1.2963  0.23
H 3.5111 -1.3426 3.2542  0.24
H 3.3249 0.6539 4.6948  0.24
H 1.6695 2.4115 4.1760  0.24
H 0.1812 2.1733 2.2344  0.21
Te -2.6282 2.4851 -0.5105  0.54

Forces on the atoms, in the same order (eV/Å):
0.093 0.478 -0.356
0.189 -0.047 -0.055
-0.133 -0.281 0.184
0.195 0.162 0.573
-0.129 -0.406 -0.361
-0.140 0.093 -0.002
0.003 0.016 0.000
0.007 -0.013 -0.027
-0.013 0.006 0.065
0.032 0.130 0.088
0.019 0.065 -0.012
-0.003 -0.041 0.001
-0.027 -0.127 0.087
0.031 -0.093 0.116
0.023 0.009 0.002
0.007 -0.014 0.023
-0.042 -0.028 -0.029
-0.020 0.086 -0.020
0.039 -0.052 -0.005
-0.069 -0.037 -0.151
0.002 -0.064 -0.066
0.020 0.024 0.035
-0.012 0.009 -0.008
0.028 -0.017 0.009
-0.058 0.042 -0.039
0.001 0.000 -0.006
0.000 -0.005 0.004
0.000 0.002 -0.004
-0.005 0.003 -0.001
0.003 0.000 -0.007
-0.002 0.004 -0.001
0.009 -0.005 0.003
-0.013 0.001 -0.010
0.017 0.017 -0.020
-0.070 0.023 0.046
-0.012 -0.001 0.005
0.000 -0.005 0.000
0.002 -0.003 0.003
-0.006 0.006 0.005
-0.005 -0.004 0.008
0.038 0.065 -0.079

=====

| no. | electronic energy (Eh) | M (g mol⁻¹) |
| --- | --- | --- |
| 1 | -2968.412997 | 475.4 |
| 2 | -1147.035140 | 276.4 |
| 3 | -6948.512592 | 732.7 |